{
  "formula": "C30H57ClNO11P2",
  "method": "ωB97M-V/def2-TZVPD",
  "spin_multiplicity": 1,
  "total_charge": -1,
  "gap_ev": 2.033,
  "max_force_ha_per_bohr": 0.1889,
  "lumo_energy_ha": -0.0086,
  "total_energy_ha": -3201.94524,
  "species": ["O", "C", "O", "C", "C", "C", "C", "C", "C", "C", "Cl", "C", "C", "C", "N", "C", "C", "C", "C", "C", "C", "C", "O", "H", "H", "H", "H", "H", "H", "H", "H", "H", "H", "H", "H", "H", "H", "H", "H", "H", "H", "H", "H", "H", "H", "H", "H", "H", "H", "H", "O", "P", "O", "C", "C", "O", "C", "C", "O", "C", "C", "H", "H", "H", "H", "H", "H", "H", "H", "H", "H", "H", "H", "H", "H", "H", "O", "P", "O", "C", "C", "O", "C", "C", "O", "C", "C", "H", "H", "H", "H", "H", "H", "H", "H", "H", "H", "H", "H", "H", "H", "H"],
  "coordinates": [[4.0638, 0.7238, 5.5177], [4.0227, 0.5934, 4.1661], [3.8649, 1.8335, 3.3923], [4.2101, -0.9221, 3.5769], [3.6714, -1.1091, 2.0105], [2.0700, -1.1302, 2.0454], [1.2145, -0.3274, 0.9227], [0.9883, -1.2425, -0.4638], [2.1902, -2.2979, -0.7726], [2.0896, -2.7934, -2.3615], [2.6031, -1.3338, -3.4405], [2.0331, 1.0018, 0.3171], [0.9789, 2.2981, 0.2251], [-0.2314, 2.0857, -0.8529], [-1.3384, 1.1536, -0.4225], [-1.8824, 1.4645, 0.9529], [-3.0250, 0.2822, 1.2617], [-2.3948, -1.2002, 1.6825], [-3.4031, -2.4913, 1.9722], [-5.0404, -2.2429, 1.8223], [-5.6366, -0.7352, 1.4424], [-4.6390, 0.5445, 1.1568], [-5.1936, 1.8825, 0.8171], [2.8660, 1.9286, 3.2068], [5.3043, -1.3028, 3.7409], [3.5146, -1.6279, 4.2416], [4.0520, -2.1965, 1.6969], [4.2156, -0.3624, 1.3047], [1.7021, -0.7388, 3.1119], [1.7085, -2.2675, 2.0066], [0.7851, -0.5456, -1.3892], [-0.0041, -1.8854, -0.3094], [3.2876, -1.8512, -0.6591], [2.0817, -3.3042, -0.1404], [2.8781, -3.6399, -2.5744], [0.9786, -3.1090, -2.6296], [2.4470, 0.7267, -0.7548], [2.8961, 1.3667, 1.0166], [0.6277, 2.6220, 1.3092], [1.6567, 3.2039, -0.1569], [-0.7436, 3.1452, -1.0498], [0.2078, 1.7483, -1.8868], [-2.1196, 1.2321, -1.1229], [-2.4310, 2.5076, 1.0400], [-1.1020, 1.3654, 1.8285], [-1.2374, -1.3792, 1.7859], [-2.9462, -3.5563, 2.2465], [-5.7273, -3.1938, 1.9993], [-6.8237, -0.6377, 1.3619], [-5.0600, 2.4759, 1.6333], [-0.6099, 7.1328, 4.6468], [0.7521, 6.6081, 4.1297], [1.3229, 8.1012, 3.6907], [1.5176, 9.0881, 4.6892], [2.8190, 8.8613, 5.4323], [0.1948, 6.1593, 2.6283], [-1.1637, 5.7955, 2.4423], [-1.9685, 6.9905, 1.9572], [2.2737, 6.0218, 3.5519], [3.1873, 5.4830, 4.4909], [2.5318, 4.7254, 5.6295], [0.6714, 9.1182, 5.3852], [1.5545, 10.0578, 4.1800], [2.7535, 7.9609, 6.0484], [3.0433, 9.7061, 6.0879], [3.6481, 8.7255, 4.7308], [-1.5821, 5.3654, 3.3586], [-1.1941, 5.0107, 1.6821], [-1.8448, 7.8636, 2.6053], [-3.0346, 6.7458, 1.9076], [-1.6349, 7.2941, 0.9599], [3.8215, 6.2856, 4.8746], [3.8420, 4.7993, 3.9403], [1.9303, 5.3929, 6.2542], [3.2894, 4.2591, 6.2659], [1.8638, 3.9488, 5.2440], [-2.4980, -7.3830, -7.0229], [-1.9213, -6.2651, -6.1201], [-1.3053, -7.3030, -4.9837], [-0.2860, -8.2136, -5.3590], [1.0663, -7.5305, -5.3995], [-3.3500, -5.9361, -5.3348], [-4.5948, -6.1788, -5.9703], [-5.1359, -7.5414, -5.5682], [-1.2769, -5.0161, -5.1113], [-0.1961, -4.2442, -5.6040], [-0.2525, -3.9795, -7.0962], [-0.5132, -8.6859, -6.3216], [-0.2695, -9.0071, -4.6033], [1.1108, -6.8234, -6.2317], [1.8665, -8.2624, -5.5324], [1.2462, -6.9704, -4.4764], [-4.5047, -6.0792, -7.0573], [-5.2914, -5.4046, -5.6384], [-4.4080, -8.3415, -5.7345], [-6.0447, -7.7792, -6.1307], [-5.3746, -7.5556, -4.5001], [0.7440, -4.7300, -5.3324], [-0.2216, -3.2869, -5.0727], [-0.1483, -4.9076, -7.6667], [0.5552, -3.3060, -7.3969], [-1.2117, -3.5314, -7.3741]],
  "atomic_forces_ev_per_a": [[-0.226, -0.560, -8.393], [0.221, 0.679, 6.854], [-1.585, -2.925, 1.079], [-0.865, -0.115, -0.719], [1.338, -1.395, 1.225], [-1.250, -0.015, -0.283], [1.747, -0.006, -1.799], [-0.427, -0.407, 1.410], [-0.001, -0.558, -1.595], [0.113, -0.447, 1.333], [-0.533, -1.295, 0.614], [-1.468, -0.228, 0.893], [1.486, 0.013, -0.645], [-0.102, 1.505, 0.136], [0.037, 0.986, 0.569], [-1.773, -1.112, 0.642], [-1.256, -2.145, 0.704], [-4.595, -0.396, -0.147], [-1.520, 4.312, -1.309], [3.092, 2.743, -0.505], [3.009, -0.993, 0.238], [1.592, -3.738, 1.193], [1.405, -1.882, 2.377], [2.038, -0.411, 0.169], [-1.906, 1.145, -0.287], [1.553, 1.828, -1.255], [-0.660, 2.302, 0.579], [-1.315, -1.110, 1.270], [0.941, -0.728, -1.994], [0.778, 2.272, 0.232], [0.530, -1.388, 1.839], [1.950, 1.126, -0.524], [-2.437, -0.886, -0.051], [0.306, 2.254, -1.174], [-1.736, 1.669, 0.197], [2.487, 0.748, 0.407], [-0.535, 0.972, 1.889], [-1.308, -0.641, -1.343], [0.480, -0.881, -2.282], [-1.637, -1.620, 0.566], [1.239, -1.710, 0.344], [-0.769, 0.404, 2.043], [1.008, -0.056, 1.143], [1.025, -1.747, -0.226], [-1.245, 0.039, -2.239], [-2.278, 0.911, -0.443], [-1.214, 2.629, -0.668], [1.351, 2.507, -0.468], [2.998, -0.046, 0.153], [-0.148, -1.510, -1.754], [2.240, -2.720, 2.949], [-2.097, 4.741, -8.150], [0.328, 0.369, 1.031], [-0.008, 0.366, -0.120], [0.121, -0.012, 0.058], [0.641, -1.039, 1.150], [-0.517, 0.131, -0.128], [-0.085, 0.226, -0.071], [-1.478, -1.551, 3.235], [0.889, -0.409, 0.050], [-0.006, -0.103, -0.209], [0.025, -0.051, -0.095], [-0.051, -0.184, -0.056], [0.035, -0.008, 0.089], [-0.002, -0.055, 0.012], [-0.131, 0.083, 0.062], [0.008, 0.210, -0.129], [0.212, 0.011, 0.021], [-0.015, -0.252, 0.087], [0.106, -0.004, -0.030], [-0.041, -0.133, 0.065], [0.021, 0.040, 0.107], [-0.132, 0.058, -0.033], [-0.038, 0.191, 0.113], [-0.166, -0.008, -0.071], [0.172, -0.026, 0.022], [2.557, 3.109, -2.231], [-4.755, -4.375, 7.255], [0.871, -0.212, -0.620], [0.095, -0.359, 0.213], [0.107, 0.053, 0.028], [0.726, 1.107, -0.971], [-0.337, -0.368, -0.087], [-0.059, -0.229, 0.094], [0.261, 0.407, -3.909], [0.625, 0.722, 0.305], [-0.176, 0.100, 0.093], [-0.055, 0.065, 0.074], [-0.128, 0.161, -0.046], [0.079, 0.017, -0.070], [-0.016, 0.056, -0.028], [-0.033, -0.140, -0.087], [-0.006, -0.181, 0.173], [0.167, 0.064, 0.097], [-0.038, 0.225, -0.160], [0.063, 0.048, 0.070], [-0.022, 0.090, -0.121], [0.074, 0.009, -0.059], [-0.060, -0.134, 0.024], [0.102, -0.164, -0.052], [-0.111, -0.105, -0.011], [0.100, 0.069, 0.067]],
  "mulliken_charge": [-0.58, 0.42, -0.38, -0.68, -0.28, -1.27, 0.62, -0.73, -0.17, -0.42, -0.28, -0.53, -0.31, -0.92, -0.20, 0.11, -0.06, -0.09, -0.58, -0.31, -0.42, 0.23, -0.54, 0.27, 0.38, 0.25, 0.28, 0.30, 0.41, 0.23, 0.04, 0.13, 0.09, 0.24, 0.38, 0.17, 0.16, 0.22, -0.05, 0.38, 0.36, 0.32, 0.29, 0.11, 0.13, 0.19, 0.26, 0.25, 0.25, 0.33, -0.74, 1.01, -0.34, -0.31, -0.97, -0.38, 0.06, -1.20, -0.28, -0.16, -1.28, 0.28, 0.34, 0.21, 0.43, 0.22, 0.34, 0.06, 0.30, 0.36, 0.30, 0.18, 0.38, 0.47, 0.38, 0.32, -0.73, 0.99, -0.35, -0.31, -0.97, -0.33, -0.32, -1.05, -0.27, 0.04, -1.38, 0.28, 0.34, 0.22, 0.43, 0.21, 0.32, 0.36, 0.27, 0.35, 0.28, 0.15, 0.34, 0.38, 0.39, 0.38]
}